[1]
81
Properties=species:S:1:pos:R:3 method="wB97M-V/def2-TZVPD" charge=+1 e_above_lowest_kcal_mol=6.7 spin_multiplicity=2 e_tot_ev=-137213.432 homo_lumo_gap_ev="5.5 / 5.5"
Ce 11.069 11.198 16.662
C 9.287 12.226 20.386
C 10.651 11.630 20.314
C 11.423 11.527 21.464
C 12.723 11.045 21.395
C 13.238 10.646 20.207
C 12.483 10.815 19.030
N 11.175 11.271 19.123
N 12.941 10.521 17.789
Si 14.399 9.542 17.258
C 14.647 7.942 18.147
C 14.060 9.171 15.429
C 15.837 10.759 17.311
H 8.493 11.676 19.858
H 9.361 13.298 20.056
H 9.019 12.266 21.400
H 11.029 11.943 22.399
H 13.282 10.945 22.276
H 14.213 10.272 20.098
H 15.234 8.164 19.024
H 15.249 7.229 17.563
H 13.726 7.480 18.450
H 13.050 9.571 15.128
H 14.221 8.090 15.204
H 14.731 9.617 14.724
H 16.178 10.909 18.341
H 15.513 11.685 16.811
H 16.611 10.413 16.685
C 10.315 15.964 16.276
Te 10.715 14.183 17.506
C 12.556 14.874 18.311
H 9.353 16.387 16.596
H 10.346 15.618 15.238
H 11.112 16.748 16.406
H 13.243 15.289 17.598
H 12.944 14.008 18.829
H 12.333 15.603 19.095
S 13.080 11.397 9.571
C 12.622 11.663 11.160
S 13.523 12.720 12.209
C 12.592 12.030 13.554
N 11.749 11.078 13.253
N 11.659 10.950 11.870
C 10.615 10.159 11.266
C 9.937 10.654 10.125
C 8.676 10.170 9.800
C 8.113 9.189 10.596
C 8.792 8.670 11.668
C 10.045 9.167 12.062
S 12.716 12.896 15.017
H 10.515 11.330 9.490
H 8.077 10.533 8.947
H 7.098 8.885 10.355
H 8.379 7.776 12.169
H 10.458 8.768 12.981
Cl 8.453 6.233 16.945
C 10.270 6.412 17.592
Cl 10.242 6.473 19.335
Cl 11.465 5.200 16.964
C 10.498 7.723 17.088
N 10.584 8.806 16.669
C 8.112 12.597 15.438
C 6.643 12.493 15.082
N 6.065 11.142 15.265
C 6.934 10.056 14.518
C 8.441 10.243 14.834
N 8.589 11.275 15.915
C 7.721 10.870 17.061
C 6.225 10.737 16.712
H 8.314 13.384 16.156
H 8.791 12.927 14.581
H 6.501 12.849 14.033
H 6.088 13.222 15.733
H 6.742 10.044 13.438
H 6.564 9.119 14.845
H 9.070 10.608 13.990
H 8.822 9.312 15.274
H 7.800 11.669 17.837
H 8.044 9.858 17.466
H 5.668 11.387 17.358
H 5.882 9.730 16.949

=====

[2]
13
Properties=species:S:1:pos:R:3 method="wB97M-V/def2-TZVPD" smiles=CCNC[O-] charge=-1 e_above_lowest_kcal_mol=5.8 spin_multiplicity=1 e_tot_ev=-6777.742 homo_lumo_gap_ev=6.4
C -0.159 1.015 0.160
N -0.054 -0.208 -0.615
C 0.959 -1.142 -0.027
O 0.449 -1.951 0.922
C -1.183 1.978 -0.418
H 0.812 1.520 0.170
H -0.424 0.769 1.201
H -0.924 -0.718 -0.498
H 1.360 -1.713 -0.904
H 1.804 -0.532 0.370
H -1.037 2.146 -1.483
H -2.200 1.630 -0.235
H -1.128 2.951 0.089

=====

[3]
10
Properties=species:S:1:pos:R:3 method="wB97M-V/def2-TZVPD" smiles="S=c1nc(SS)[nH]o1" e_above_lowest_kcal_mol=48.1 spin_multiplicity=1 e_tot_ev=-39637.154 homo_lumo_gap_ev=8.4
C -0.426 -0.395 -0.111
C 1.651 0.234 -0.075
N 0.356 0.605 -0.095
N 0.398 -1.676 -0.081
O 1.665 -1.179 -0.138
S 2.943 1.160 0.197
S -2.528 1.700 -0.057
S -2.088 -0.286 -0.071
H 0.283 -2.394 -0.823
H -2.255 2.232 1.254

=====

[4]
18
Properties=species:S:1:pos:R:3 method="wB97M-V/def2-TZVPD" smiles=CO[C@H](N)[C@H](C)C#N e_above_lowest_kcal_mol=64.4 spin_multiplicity=1 e_tot_ev=-10372.514 homo_lumo_gap_ev=10.2
C 0.180 0.870 0.393
C 0.806 -0.283 -0.376
C -1.458 -0.931 1.930
C 1.682 0.078 -1.572
N -0.302 1.961 -0.329
O -1.124 -0.031 0.896
C -0.390 -1.120 -0.781
N -0.982 -1.876 -1.451
H 0.701 1.156 1.303
H 1.387 -0.882 0.333
H -1.204 2.284 0.008
H -0.371 1.821 -1.331
H -1.631 -1.914 1.482
H -0.695 -1.024 2.708
H -2.365 -0.561 2.424
H 1.126 0.114 -2.513
H 2.445 -0.698 -1.679
H 2.196 1.034 -1.445

=====

[5]
16
Properties=species:S:1:pos:R:3 method="wB97M-V/def2-TZVPD" smiles=CCC[C@](F)(Br)N(F)F e_above_lowest_kcal_mol=0.0 spin_multiplicity=1 e_tot_ev=-83942.171 homo_lumo_gap_ev=11.2
C -2.053 0.345 0.702
C -1.116 -0.230 -0.309
C 0.161 0.615 -0.549
C 1.370 0.072 0.171
N 1.644 -1.314 -0.114
F 1.109 0.140 1.487
F 2.712 -1.726 0.612
F 1.951 -1.444 -1.446
Br 2.962 1.221 -0.309
H -1.622 0.337 1.736
H -3.026 -0.200 0.790
H -2.296 1.472 0.658
H -1.521 -0.370 -1.336
H -0.588 -1.197 0.091
H 0.324 0.550 -1.642
H -0.010 1.728 -0.542

=====

[6]
75
Properties=species:S:1:pos:R:3 method="wB97M-V/def2-TZVPD" charge=-2 e_above_lowest_kcal_mol=0.0 spin_multiplicity=2 e_tot_ev=-232057.406 homo_lumo_gap_ev="5.6 / 5.9"
Ru -0.323 -1.348 -1.122
O -0.996 0.026 2.854
C -1.048 -0.663 1.833
O -0.368 -0.426 0.781
C -2.010 -1.837 1.813
C -2.443 -2.322 3.021
C -3.403 -3.332 3.081
C -3.978 -3.833 1.926
C -3.547 -3.354 0.713
C -2.536 -2.354 0.583
O -2.225 -1.893 -0.566
N -4.177 -3.930 -0.474
O -5.355 -4.263 -0.376
O -3.523 -4.047 -1.485
N -3.838 -3.844 4.360
O -3.326 -3.393 5.374
O -4.709 -4.706 4.381
H -2.043 -1.883 3.924
H -4.747 -4.588 1.969
O -0.621 -7.621 -3.761
C -0.546 -6.506 -3.296
S 0.027 -6.156 -1.661
C -0.089 -4.408 -1.750
C -0.542 -3.897 -2.914
S -0.703 -2.187 -3.198
S -0.955 -5.036 -4.181
S 0.402 -3.447 -0.388
C -5.727 0.903 -2.376
Se -4.371 -0.375 -1.786
C -3.386 0.933 -0.724
C -2.479 1.814 -1.566
Se -0.739 1.026 -2.036
C 0.289 2.029 -0.722
H -6.294 1.286 -1.528
H -6.403 0.373 -3.045
H -5.277 1.733 -2.921
H -2.815 0.370 0.010
H -4.125 1.538 -0.195
H -2.237 2.742 -1.044
H -2.955 2.078 -2.510
H 0.170 3.094 -0.914
H 1.334 1.749 -0.847
H -0.037 1.738 0.274
C 0.971 3.925 3.544
C 1.947 3.878 2.396
C 2.233 5.053 1.700
C 3.079 5.024 0.607
C 3.656 3.834 0.195
C 3.402 2.653 0.895
N 3.928 1.412 0.524
C 4.400 1.139 -0.766
C 5.518 1.777 -1.306
C 5.931 1.494 -2.598
C 5.237 0.572 -3.373
C 4.131 -0.071 -2.838
C 3.717 0.184 -1.537
C 2.510 -0.524 -0.962
O 1.610 -0.805 -1.820
O 2.472 -0.720 0.253
C 2.534 2.674 2.009
C 2.215 1.381 2.707
H 0.544 4.924 3.638
H 1.453 3.674 4.493
H 0.155 3.215 3.401
H 1.767 5.982 2.008
H 3.281 5.933 0.052
H 4.281 3.818 -0.685
H 3.316 0.636 0.794
H 6.064 2.484 -0.696
H 6.803 1.997 -3.000
H 5.557 0.355 -4.384
H 3.561 -0.786 -3.416
H 3.127 0.810 2.902
H 1.561 0.747 2.097
H 1.711 1.546 3.656